(1)
# C27H50ClO18PS4

A cluster of 5 separate species, C27H50ClO18PS4 in total at a distorted geometry (ωB97M-V/def2-TZVPD, the Open Molecules 2025 dataset).

Atoms and positions in Å:
C 0.958 2.527 -4.678
C 0.102 1.517 -3.659
O -0.441 2.125 -2.586
O 0.001 0.083 -3.974
C 0.665 -0.761 -2.964
C 2.155 -0.173 -2.492
C 3.207 -1.343 -2.033
C 4.014 -0.990 -0.611
C 5.224 -2.045 -0.276
C 6.158 -2.473 -1.549
O 6.492 -3.788 -1.640
C 6.760 -1.488 -2.711
C 6.616 -1.998 -4.297
C 7.239 -1.098 -5.561
C 7.981 0.354 -5.322
C 8.129 0.873 -3.743
C 7.534 -0.060 -2.489
O 2.982 -1.204 0.457
C 3.524 -0.883 1.784
O 2.860 0.053 2.519
P 4.586 0.834 -0.534
O 3.319 1.881 0.137
Cl 6.202 1.091 0.878
H 0.916 2.152 -5.810
H 0.467 3.613 -4.621
H 2.105 2.591 -4.388
H 0.704 -1.866 -3.345
H -0.030 -0.727 -1.996
H 2.609 0.309 -3.486
H 1.923 0.639 -1.682
H 3.928 -1.536 -2.933
H 2.543 -2.297 -1.762
H 4.695 -3.047 0.101
H 5.941 -1.721 0.591
H 6.079 -3.019 -4.516
H 7.154 -1.496 -6.676
H 8.397 0.982 -6.248
H 8.668 1.917 -3.549
H 7.712 0.360 -1.412
H 4.437 -1.386 2.315
H 3.791 2.787 0.161
C -5.284 -2.011 -0.410
C -5.826 -1.120 -1.512
O -4.781 -0.577 -2.308
S -4.019 -1.561 -3.365
C -3.111 -0.311 -4.238
O -4.995 -2.137 -4.262
O -3.069 -2.376 -2.636
H -4.801 -2.902 -0.823
H -6.088 -2.346 0.252
H -4.531 -1.481 0.181
H -6.549 -1.656 -2.137
H -6.355 -0.275 -1.058
H -3.812 0.337 -4.766
H -2.453 -0.813 -4.951
H -2.514 0.260 -3.523
C -1.309 3.518 -0.091
C -2.730 2.988 -0.106
O -3.400 3.250 1.120
S -3.886 4.778 1.428
C -4.884 4.426 2.853
O -4.748 5.225 0.357
O -2.740 5.550 1.865
H -1.295 4.612 -0.032
H -0.774 3.229 -1.001
H -0.764 3.142 0.780
H -3.297 3.395 -0.951
H -2.702 1.900 -0.230
H -5.736 3.815 2.550
H -5.231 5.378 3.261
H -4.273 3.906 3.594
C -5.624 -7.167 2.221
C -4.527 -7.092 3.267
O -3.469 -6.238 2.856
S -3.717 -4.625 2.883
C -2.038 -4.123 2.601
O -4.102 -4.228 4.219
O -4.495 -4.256 1.717
H -6.121 -6.199 2.100
H -6.386 -7.898 2.506
H -5.211 -7.441 1.246
H -4.925 -6.775 4.238
H -4.099 -8.091 3.404
H -1.428 -4.423 3.454
H -2.029 -3.035 2.497
H -1.679 -4.586 1.680
C 1.347 1.642 4.478
C 1.906 3.014 4.807
O 0.968 4.043 4.527
S -0.303 4.230 5.534
C -0.888 5.778 4.891
O 0.185 4.441 6.878
O -1.292 3.217 5.225
H 0.505 1.392 5.131
H 2.109 0.868 4.608
H 0.977 1.612 3.449
H 2.239 3.067 5.850
H 2.784 3.199 4.179
H -0.141 6.549 5.084
H -1.820 6.022 5.406
H -1.073 5.671 3.821

Summary:
Frontier orbital gap: 8.000 eV
E_tot: -4806.8097 hartree
E_HOMO: -9.18 eV
Lowest unoccupied orbital energy: -1.2 eV
SMILES string: CC(=O)OCCC[C@](CC(=O)c1ccccc1)(OC=O)P(O)Cl.CCOS(C)(=O)=O.CCOS(C)(=O)=O.CCOS(C)(=O)=O.CCOS(C)(=O)=O
Charge: 0

(2)
# C27H50F3N6O5P

A cluster of 6 separate species, C27H50F3N6O5P in total at a distorted geometry (ωB97M-V/def2-TZVPD, the Open Molecules 2025 dataset).

Atoms and positions in Å:
N -2.737 3.356 2.226
C -2.775 2.040 1.495
C -2.371 2.142 -0.046
C -1.432 0.970 -0.577
C -1.781 -0.479 -0.022
O -0.542 -1.295 -0.179
P 0.288 -1.325 1.307
O 0.299 0.044 1.999
O -0.614 -2.369 2.315
O 1.823 -1.931 0.972
C 2.859 -0.960 1.277
C 2.935 0.246 0.233
O 3.411 1.428 0.932
C 3.904 -0.015 -0.991
F 3.409 -0.939 -1.921
F 4.059 1.188 -1.711
F 5.206 -0.379 -0.585
H -2.869 4.143 1.564
H -1.762 3.426 2.560
H -2.077 1.351 2.077
H -3.864 1.694 1.563
H -3.297 2.286 -0.700
H -1.776 3.116 -0.155
H -1.588 0.922 -1.713
H -0.326 1.152 -0.429
H -2.557 -1.036 -0.654
H -2.038 -0.521 1.076
H -1.160 -1.750 2.844
H 3.878 -1.480 1.263
H 2.748 -0.526 2.326
H 1.884 0.518 -0.112
H 4.377 1.491 0.791
C -4.011 -5.049 -2.599
C -3.030 -5.090 -1.432
C -3.610 -4.511 -0.141
C -3.976 -3.076 -0.351
N -4.244 -1.951 -0.518
H -4.287 -4.024 -2.857
H -3.562 -5.497 -3.488
H -4.925 -5.602 -2.363
H -2.126 -4.539 -1.707
H -2.732 -6.126 -1.254
H -2.873 -4.576 0.663
H -4.499 -5.066 0.168
C 4.009 -4.823 -0.378
C 3.631 -4.549 -1.829
C 2.269 -3.867 -1.970
C 1.197 -4.741 -1.397
N 0.359 -5.421 -0.951
H 3.306 -5.511 0.099
H 4.999 -5.283 -0.324
H 4.032 -3.896 0.204
H 3.632 -5.494 -2.380
H 4.397 -3.913 -2.282
H 2.049 -3.679 -3.023
H 2.264 -2.907 -1.447
C -1.102 8.291 2.121
C -0.099 7.336 1.483
C -0.417 7.032 0.017
C -1.765 6.390 -0.092
N -2.817 5.889 -0.177
H -2.107 7.866 2.139
H -0.821 8.502 3.155
H -1.139 9.240 1.578
H -0.080 6.405 2.059
H 0.901 7.773 1.547
H 0.333 6.356 -0.399
H -0.412 7.951 -0.575
C -6.794 8.486 -0.082
C -7.156 7.404 0.930
C -6.995 7.867 2.380
C -5.571 8.248 2.638
N -4.459 8.543 2.835
H -5.744 8.777 -0.001
H -6.952 8.121 -1.100
H -7.411 9.378 0.059
H -6.530 6.526 0.750
H -8.194 7.098 0.768
H -7.278 7.065 3.065
H -7.637 8.728 2.583
C 7.352 -8.824 -0.484
C 8.455 -7.929 -1.039
C 7.929 -6.593 -1.567
C 6.957 -6.830 -2.681
N 6.200 -7.016 -3.550
H 6.629 -9.098 -1.256
H 7.776 -9.752 -0.093
H 6.816 -8.326 0.329
H 8.977 -8.464 -1.839
H 9.188 -7.737 -0.251
H 8.755 -5.984 -1.941
H 7.430 -6.035 -0.771

Summary:
Frontier orbital gap: 9.162 eV
E_tot: -2404.4834 hartree
E_HOMO: -8.71 eV
Lowest unoccupied orbital energy: 0.4 eV
SMILES string: NCCCCO[P@@](=O)(O)OC[C@@H](O)C(F)(F)F.CCCC#N.CCCC#N.CCCC#N.CCCC#N.CCCC#N
Charge: 0

(3)
# C27H50F4NO7S2

A cluster of 3 separate species, C27H50F4NO7S2 in total at a distorted geometry (ωB97M-V/def2-TZVPD, the Open Molecules 2025 dataset).

Atoms and positions in Å:
C -6.339 1.163 2.978
C -5.921 -0.098 2.201
C -6.047 0.061 0.667
C -4.697 0.478 0.031
C -4.542 -0.172 -1.374
C -3.056 -0.077 -1.838
C -2.238 -1.137 -1.087
C -0.862 -1.468 -1.739
C 0.293 -1.312 -0.714
C 0.889 -2.639 -0.186
C 0.270 -3.154 1.133
C 1.048 -2.702 2.415
C 0.851 -1.198 2.504
C -0.277 -0.625 3.037
C -0.411 0.766 3.037
C -1.674 1.398 3.611
F -2.505 1.786 2.644
F -2.318 0.470 4.347
F -1.397 2.413 4.437
C 0.577 1.520 2.493
C 0.583 3.036 2.364
O 0.818 3.275 0.998
C 1.001 4.664 0.713
C 2.284 5.286 1.324
N 1.671 0.924 2.005
C 1.831 -0.395 1.989
F 2.937 -0.852 1.469
H -6.115 1.009 4.042
H -7.406 1.385 2.907
H -5.723 2.007 2.649
H -6.488 -0.974 2.540
H -4.880 -0.302 2.487
H -6.832 0.768 0.380
H -6.331 -0.921 0.271
H -3.869 0.166 0.673
H -4.633 1.562 -0.134
H -5.226 0.289 -2.092
H -4.781 -1.234 -1.238
H -3.012 -0.168 -2.933
H -2.754 0.952 -1.590
H -2.126 -0.802 -0.049
H -2.832 -2.059 -1.072
H -0.690 -0.763 -2.559
H -0.910 -2.480 -2.149
H 1.115 -0.782 -1.220
H -0.064 -0.633 0.069
H 0.764 -3.385 -0.978
H 1.975 -2.536 -0.068
H -0.728 -2.699 1.231
H 0.133 -4.238 1.106
H 0.623 -3.201 3.287
H 2.099 -2.945 2.254
H -1.039 -1.284 3.439
H -0.363 3.460 2.712
H 1.393 3.401 3.014
H 0.113 5.264 0.947
H 1.111 4.726 -0.373
H 2.987 5.603 0.553
H 2.805 4.565 1.962
H 1.993 6.156 1.918
H 2.410 1.499 1.598
O 7.239 -2.261 5.095
S 8.136 -2.018 4.007
O 8.718 -0.729 3.808
O 7.418 -2.471 2.650
C 6.120 -1.933 2.380
C 6.190 -0.503 1.875
C 9.408 -3.233 4.006
H 5.487 -2.010 3.268
H 5.679 -2.571 1.613
H 6.542 0.173 2.654
H 5.206 -0.165 1.553
H 6.883 -0.422 1.039
H 8.956 -4.217 4.106
H 10.056 -3.027 4.855
H 9.969 -3.154 3.079
O -1.950 0.144 -5.195
S -1.115 0.271 -6.353
O -0.445 1.499 -6.644
O -1.936 -0.192 -7.632
C -3.220 0.418 -7.877
C -3.087 1.808 -8.468
C 0.064 -1.038 -6.369
H -3.811 0.432 -6.960
H -3.732 -0.233 -8.582
H -2.659 2.504 -7.748
H -4.065 2.186 -8.766
H -2.431 1.794 -9.338
H -0.453 -1.979 -6.194
H 0.778 -0.845 -5.571
H 0.569 -1.044 -7.331

Summary:
Frontier orbital gap: 7.805 eV
E_tot: -2835.7914 hartree
E_HOMO: -12.21 eV
Lowest unoccupied orbital energy: -4.4 eV
Charge: +1

(4)
# C27H50N4O3S3Si3Tl

A structure of composition C27H50N4O3S3Si3Tl at a distorted geometry (ωB97M-V/def2-TZVPD, the Open Molecules 2025 dataset).

Atoms and positions in Å:
Tl -0.413 0.320 -0.552
C -3.618 0.267 -3.565
C -2.297 0.775 -3.995
N -1.437 1.326 -3.161
C -0.325 1.793 -3.817
C -0.312 1.497 -5.176
S -1.739 0.687 -5.666
C 0.760 2.461 -3.201
C 1.917 2.794 -3.900
S 3.102 3.408 -2.849
C 1.916 3.361 -1.522
N 0.779 2.806 -1.866
C 2.212 3.839 -0.172
H -3.520 -0.588 -2.878
H -4.205 0.001 -4.457
H -4.115 1.102 -3.029
H 0.503 1.671 -5.910
H 2.162 2.574 -4.946
H 2.279 4.949 -0.193
H 3.232 3.505 0.167
H 1.442 3.470 0.542
C -2.495 -2.964 -1.184
O -1.172 -2.471 -1.464
C -0.809 -2.801 -2.805
C 0.684 -2.702 -2.998
O 1.105 -1.376 -2.614
C 2.317 -1.022 -3.282
H -3.165 -2.845 -2.059
H -2.877 -2.413 -0.318
H -2.470 -4.044 -0.899
H -1.321 -2.126 -3.540
H -1.136 -3.841 -3.090
H 0.941 -2.911 -4.063
H 1.174 -3.469 -2.348
H 2.949 -0.454 -2.580
H 2.818 -1.936 -3.649
H 2.082 -0.332 -4.113
C -2.618 -0.315 2.626
O -1.567 -1.018 1.948
Si -0.413 -1.995 2.652
C -0.395 -1.500 4.513
C -1.242 -3.690 2.564
C 1.258 -1.786 1.875
Si 2.126 -3.334 1.279
C 1.031 -4.708 0.525
C 3.070 -4.218 2.697
C 3.443 -3.084 -0.092
Si 2.267 -0.315 2.388
C 3.636 0.186 1.150
C 1.179 1.222 2.648
C 3.296 -0.449 4.016
H -2.436 -0.199 3.707
H -3.574 -0.859 2.506
H -2.720 0.670 2.151
H -1.377 -1.783 4.946
H -0.182 -0.443 4.748
H 0.356 -2.093 5.038
H -2.163 -3.657 3.204
H -0.629 -4.452 3.039
H -1.499 -4.052 1.574
H 0.818 -5.499 1.242
H 1.672 -5.217 -0.234
H 0.117 -4.378 0.030
H 2.389 -4.506 3.504
H 3.903 -3.610 3.087
H 3.507 -5.134 2.269
H 2.938 -2.762 -1.008
H 3.946 -4.085 -0.273
H 4.229 -2.351 0.110
H 3.294 0.249 0.119
H 4.494 -0.515 1.194
H 4.050 1.157 1.496
H 1.183 1.841 1.747
H 1.571 1.892 3.478
H 0.114 0.979 2.865
H 3.940 -1.309 3.998
H 2.679 -0.520 4.918
H 3.964 0.432 4.123
C -3.013 6.381 2.226
C -3.445 5.673 0.992
C -4.073 6.291 -0.100
C -4.383 5.484 -1.171
N -4.065 4.198 -1.248
C -3.472 3.663 -0.146
S -3.185 1.941 -0.192
N -3.175 4.362 0.961
H -3.394 7.418 2.216
H -1.895 6.419 2.262
H -3.333 5.828 3.120
H -4.321 7.342 -0.066
H -4.848 5.894 -2.069

Summary:
Frontier orbital gap: 5.467 eV
E_tot: -3739.2147 hartree
E_HOMO: -3.57 eV
Lowest unoccupied orbital energy: 1.9 eV
Charge: -1

(5)
# C27H50N6O6S2

A cluster of 2 separate species, C27H50N6O6S2 in total at a distorted geometry (ωB97M-V/def2-TZVPD, the Open Molecules 2025 dataset).

Atoms and positions in Å:
C 2.040 1.521 2.722
C 1.950 1.426 1.486
C 2.192 0.786 0.106
C 0.913 0.094 -0.561
C 1.608 -0.670 -1.802
C 2.059 0.180 -3.031
C 3.455 0.914 -2.962
C 4.660 0.063 -2.405
C 5.877 1.077 -2.105
N 6.635 0.683 -0.869
C -0.111 1.119 -1.200
N 0.497 2.417 -1.582
C -1.451 1.467 -0.406
C -2.515 1.868 -1.541
C -1.990 0.403 0.621
C -1.742 0.753 2.126
C -2.032 2.228 2.584
S -0.591 3.362 2.670
C -0.763 4.679 1.450
N 0.322 5.401 0.986
N -0.101 6.338 0.091
C -1.452 6.144 0.009
O -1.921 5.152 0.844
C -3.515 0.001 0.486
C -4.570 0.886 1.215
C -5.173 0.345 2.597
N -5.041 2.005 0.791
C -1.235 -0.971 0.264
C -1.790 -1.711 -1.016
C -2.745 -2.966 -0.677
C -4.223 -2.802 -1.226
O -5.232 -2.673 -0.214
N 0.250 -0.893 0.384
C 0.806 -2.279 0.375
C 2.268 -2.377 1.016
C 2.387 -3.704 1.906
S 3.026 -5.014 0.753
O 4.417 -4.608 0.397
O 3.026 -6.359 1.363
O 2.150 -4.931 -0.659
H 1.942 1.878 3.771
H 3.047 0.048 0.093
H 2.581 1.631 -0.535
H 2.513 -1.260 -1.464
H 0.926 -1.473 -2.222
H 1.317 0.918 -3.440
H 2.177 -0.565 -3.883
H 3.417 1.928 -2.461
H 3.725 1.156 -4.038
H 4.468 -0.457 -1.430
H 5.066 -0.701 -3.120
H 6.570 1.166 -2.981
H 5.471 2.104 -1.877
H 6.662 -0.344 -0.862
H 6.044 0.933 -0.071
H -0.454 0.667 -2.183
H -0.011 2.869 -2.333
H 0.658 3.019 -0.777
H -1.247 2.468 0.084
H -2.668 1.033 -2.287
H -3.524 2.110 -1.117
H -2.186 2.764 -2.132
H -2.452 0.089 2.707
H -0.706 0.476 2.486
H -2.470 2.177 3.626
H -2.822 2.767 1.976
H -2.044 6.773 -0.688
H -3.899 -0.137 -0.556
H -3.595 -1.020 0.969
H -4.684 -0.616 2.895
H -6.295 0.268 2.516
H -4.940 1.141 3.363
H -5.738 2.379 1.442
H -1.567 -1.619 1.135
H -2.372 -1.041 -1.716
H -1.003 -2.166 -1.679
H -2.814 -3.170 0.425
H -2.323 -3.901 -1.145
H -4.341 -1.924 -1.918
H -4.468 -3.723 -1.839
H -4.885 -2.880 0.665
H 0.405 -0.630 1.399
H 0.686 -2.866 -0.561
H 0.188 -2.849 1.138
H 3.077 -2.461 0.246
H 2.479 -1.522 1.717
H 3.160 -3.578 2.712
H 1.418 -3.996 2.384
H 2.611 -5.420 -1.366
O 0.197 -1.138 3.564
H 0.356 -0.660 4.380

Summary:
Frontier orbital gap: 7.081 eV
E_tot: -2634.7747 hartree
E_HOMO: -7.18 eV
Lowest unoccupied orbital energy: -0.1 eV
Charge: 0